No. 1
A 2-piece molecular cluster, CH7N2O2Si overall. Source: the Open Molecules 2025 dataset; level of theory: wB97M-V/def2-TZVPD.

## Properties
Net charge ... +1
Relative energy (zero: lowest compared OMol25 entry of this formula, charge and spin) ... 65.5 kcal/mol
HOMO energy ... -13.79 eV
Lowest unoccupied orbital energy ... -4.42 eV

Atoms and positions in Å:
C: -0.16732 -2.69411 0.87057
N: -0.79502 -1.91591 0.30461
N: 1.26523 0.07873 -0.36028
O: -1.51564 -1.20416 -0.34928
O: 1.69210 -0.22159 0.95773
Si: -1.84049 0.80644 -0.60846
H: 0.28617 -3.16166 1.70735
H: 2.12816 0.52870 -0.86320
H: 1.09380 -0.78563 -0.80257
H: 1.42568 0.51369 1.45260
H: -0.98094 0.86787 -1.64882
H: -3.25440 0.59284 -0.92235
H: -1.44713 1.28650 0.65187

Force components x, y, z for each atom (eV/Å):
C -0.9 1.4 -0.4
N 1.5 -1.7 1.7
N 1.9 2.8 -0.7
O -1.7 2.0 -1.5
O 0.7 -2.0 -1.0
Si -1.2 -2.7 1.1
H 0.4 -0.5 0.1
H -2.0 -1.2 1.1
H 0.2 -1.3 -0.5
H -0.6 1.7 1.2
H 1.5 0.6 -2.2
H 0.0 0.2 0.1
H 0.2 0.6 1.1

Atomic partial charges in e from the Mulliken method, atoms 1 to 8: C -0.038; N 0.484; N -0.397; O -0.525; O -0.390; Si 0.666; H 0.435; H 0.273

No. 2
A 2-piece molecular cluster, H2 overall. Source: the Open Molecules 2025 dataset; level of theory: wB97M-V/def2-TZVPD.

## Properties
Relative energy (zero: lowest compared OMol25 entry of this formula, charge and spin) ... 28.6 kcal/mol
HOMO energy ... -12.71 eV
Lowest unoccupied orbital energy ... 1.35 eV

Atoms and positions in Å:
H: 0.00000 0.00000 0.55081
H: 0.00000 0.00000 -0.55081

Force components x, y, z for each atom (eV/Å):
H 0.0 0.0 -4.9
H 0.0 0.0 4.9

The Mulliken scheme yields these atomic charges, measured in e: H 0.000; H 0.000

No. 3
A 2-piece molecular cluster, C4H10NO overall. Source: the Open Molecules 2025 dataset; level of theory: wB97M-V/def2-TZVPD.

## Properties
Net charge ... +1
Relative energy (zero: lowest compared OMol25 entry of this formula, charge and spin) ... 33.9 kcal/mol
HOMO energy ... -13.42 eV
Lowest unoccupied orbital energy ... -4.39 eV

Atoms and positions in Å:
C: -0.51734 0.60483 1.72687
C: -0.54090 -0.84306 -2.22397
C: 0.70680 1.22209 1.39071
C: 0.67994 -1.51965 -2.70522
N: -1.04229 0.87901 2.86169
O: -0.63299 -0.21774 -1.20088
H: -0.86223 -0.07230 1.01791
H: -1.34905 -0.96940 -2.95037
H: 0.67150 1.61439 0.34606
H: 1.25809 0.18460 1.21415
H: 1.18549 1.95459 2.15108
H: 1.29180 -1.65449 -1.83710
H: 1.04913 -0.76035 -3.40580
H: 0.45975 -2.46646 -3.18755
H: -0.46506 1.40941 3.49542
H: -1.89264 0.63455 3.30700

Force components x, y, z for each atom (eV/Å):
C -0.3 1.4 1.4
C -0.2 -0.8 -0.8
C 2.9 -0.6 -0.7
C -0.3 0.5 0.4
N 0.6 0.3 0.8
O -0.2 0.3 0.6
H -1.5 -1.1 -1.1
H -0.8 0.5 0.2
H 0.0 -0.2 0.8
H 0.1 2.1 0.4
H -0.8 -1.5 -1.4
H 1.0 -0.1 0.1
H 0.6 -0.5 -0.1
H 0.0 0.1 -0.3
H 0.1 0.6 0.0
H -1.1 -1.1 -0.3

Atomic partial charges in e from the Mulliken method, atoms 1 to 8: C 0.202; C 0.136; C -0.863; C -0.862; N -0.226; O -0.489; H 0.483; H 0.350